one.
H15NO6 | wB97M-V/def2-TZVPD

HOMO-LUMO gap ... 10.407 eV
HOMO energy ... -10.063 eV
SMILES ... N.O.O.O.O.O.O
Multiplicity ... 1
Total charge ... 0

Last column: Löwdin charge in e.
Cartesian coordinates (Å):
N 1.96290 -0.72059 2.11478  0.0240
H 2.17346 -0.22719 2.97299  0.0049
H 0.97929 -0.96980 2.06650  -0.0099
H 2.19183 -0.04109 1.40075  -0.0081
O -1.85059 -2.62753 -1.95147  -0.0402
H -1.92796 -3.52616 -1.60446  0.0543
H -2.39178 -2.74061 -2.73283  0.0462
O 2.32962 1.62180 -5.36694  -0.0562
H 1.59055 1.23780 -4.90109  0.0243
H 2.36773 2.52351 -5.03523  0.0315
O -2.05088 2.48003 2.79119  -0.0581
H -1.58326 2.38569 1.93772  0.0549
H -1.25505 2.74538 3.27629  0.0544
O -1.68155 -0.38470 2.38709  -0.0660
H -2.47396 -0.88602 2.59726  0.0337
H -1.91984 0.48008 2.75245  -0.0083
O 0.56980 1.53415 -0.55125  -0.0602
H 1.01686 1.94290 0.16796  -0.0016
H 0.75172 0.57813 -0.53696  -0.0038
O 0.58313 -1.49563 -0.75935  -0.0507
H 0.91123 -2.04889 -0.05694  0.0235
H -0.29324 -1.86125 -0.96848  0.0113

=====

two.
H15NO6 | wB97M-V/def2-TZVPD

HOMO-LUMO gap ... 10.990 eV
HOMO energy ... -10.594 eV
SMILES ... N.O.O.O.O.O.O
Multiplicity ... 1
Total charge ... 0

Last column: Löwdin charge in e.
Cartesian coordinates (Å):
N -4.78499 -0.48096 0.06064  -0.0047
H -4.25610 -0.03272 -0.69178  0.0016
H -4.45690 0.10118 0.83235  0.0007
H -5.71871 -0.12695 -0.14290  0.0045
O 1.35581 0.49282 -3.12754  -0.0652
H 0.78210 0.79226 -2.40343  0.0058
H 1.31886 1.24723 -3.73010  0.0471
O 2.19507 -1.65226 1.44901  -0.0477
H 2.71139 -1.88640 0.65785  0.0392
H 2.90382 -1.36101 2.03605  0.0630
O -1.83776 1.40229 3.17709  -0.0515
H -1.38014 0.71974 2.68155  -0.0074
H -1.22907 2.14709 3.19823  0.0401
O 0.15400 1.84444 -0.69142  -0.0675
H -0.33713 1.07272 -0.36391  0.0044
H -0.47521 2.50612 -0.98835  0.0434
O -0.20994 -0.35230 0.84825  -0.0576
H 0.60856 -0.83892 1.06641  0.0157
H -0.87344 -0.69466 1.45435  0.0444
O 3.12939 -1.44188 -1.59357  -0.0611
H 3.34884 -1.72502 -2.48740  0.0421
H 2.46496 -0.75650 -1.76318  0.0107

=====

Stability check: which of them is most stable? two.

=====

one.
H2NO2S | wB97M-V/def2-TZVPD

HOMO-LUMO gap ... 8.709 eV
HOMO energy ... -4.380 eV
SMILES ... N=[S@H](=O)[O-]
Multiplicity ... 1
Total charge ... -1

Last column: Löwdin charge in e.
Cartesian coordinates (Å):
N 0.86462 0.56663 -0.74872  -0.3600
S -0.31705 0.00768 0.16591  0.4473
O -0.82693 -1.49798 -0.09629  -0.5733
O -1.40769 0.98595 0.40953  -0.5177
H 1.35056 -0.11676 -1.37129  -0.0375
H 0.33649 0.05448 1.64086  0.0413

=====

two.
H2NO2S | wB97M-V/def2-TZVPD

HOMO-LUMO gap ... 8.300 eV
HOMO energy ... -4.003 eV
SMILES ... N=[S@H](=O)[O-]
Multiplicity ... 1
Total charge ... -1

Last column: Löwdin charge in e.
Cartesian coordinates (Å):
N -0.40777 1.20762 -0.09445  -0.3453
S -0.04002 -0.27129 0.27935  0.3590
O -0.82404 -1.39138 -0.30164  -0.5087
O 0.24524 -0.44617 1.69807  -0.4671
H -0.19482 1.35153 -1.07377  -0.0645
H 1.22140 -0.45032 -0.50757  0.0266

=====

Stability check: which of them is most stable? two.

=====

one.
C40H62Cl3GeN7NaO2PSbSe | wB97M-V/def2-TZVPD

HOMO-LUMO gap ... 6.367 eV
HOMO energy ... -4.364 eV
Multiplicity ... 1
Total charge ... -1

Last column: Löwdin charge in e.
Cartesian coordinates (Å):
Na -1.04050 0.01190 0.12460  0.2299
C 0.20358 -0.73663 -3.80638  -0.0724
C 0.59893 -1.91040 -2.96136  -0.3254
C 0.27500 -3.19737 -3.38233  -0.0560
C 0.62685 -4.28062 -2.60295  -0.1036
C 1.30572 -4.04645 -1.42203  -0.1736
C 1.59517 -2.73215 -1.06381  -0.4666
N 1.26175 -1.68283 -1.81441  0.0915
Sb 2.75551 -2.60369 0.73927  1.4797
C 1.17931 -2.93981 2.16834  -0.4497
C 1.49732 -3.64638 3.32375  -0.1437
C 0.51874 -3.80648 4.29258  -0.0825
C -0.73116 -3.26262 4.06896  -0.0321
C -0.97655 -2.57391 2.88104  -0.3127
C -2.29907 -1.94483 2.58471  -0.0416
N -0.02721 -2.41984 1.94788  0.1041
C 2.96194 -0.51251 1.20129  -0.4704
C 4.20714 -0.16703 1.72118  -0.1670
C 4.40066 1.12412 2.18576  -0.0875
C 3.35331 2.01705 2.09495  -0.0341
C 2.13815 1.60795 1.53871  -0.3277
C 1.01351 2.57131 1.37126  -0.0531
N 1.94860 0.35017 1.11005  0.1016
H 1.07059 -0.34617 -4.34405  0.0582
H -0.19464 0.05710 -3.18072  0.0465
H -0.56575 -1.02336 -4.52240  0.0816
H -0.27487 -3.32842 -4.30411  0.1026
H 0.36136 -5.28734 -2.90234  0.1081
H 1.60084 -4.86894 -0.77980  0.0818
H 2.49043 -4.05653 3.45965  0.0759
H 0.73103 -4.34582 5.20832  0.1005
H -1.52309 -3.35868 4.80048  0.1060
H -2.79329 -2.47174 1.76818  0.0540
H -2.10406 -0.91845 2.26186  0.0255
H -2.95537 -1.93182 3.45518  0.0797
H 5.00178 -0.90131 1.76829  0.0707
H 5.35185 1.42474 2.60940  0.1012
H 3.45775 3.03727 2.44144  0.1054
H 1.22262 3.51859 1.87204  0.0806
H 0.05393 2.15762 1.71053  0.0269
H 0.88843 2.76581 0.30395  0.0331
Cl -3.22472 -3.92619 -3.39237  0.5690
C -3.16324 -2.90528 -1.93273  -1.4523
Cl -4.81133 -2.81075 -1.25006  0.5928
Cl -2.10568 -3.68361 -0.74745  0.6324
C -2.69932 -1.41691 -2.31108  -0.8283
O -3.23162 -0.97511 -3.32118  -0.0180
O -1.89493 -0.90077 -1.50885  -0.1246
N -1.87741 1.29118 1.60871  -0.2678
P -2.94740 2.34608 1.42804  0.5236
N -3.50677 3.17192 2.83972  -0.2070
C -4.35698 2.33637 3.69825  -0.2258
C -3.54827 1.62979 4.78096  -0.1858
C -2.96074 2.66676 5.75179  -0.2015
C -2.75960 4.01115 5.03767  -0.1955
C -2.38876 3.78756 3.57924  -0.2364
N -4.38583 1.80124 0.72589  -0.2126
C -5.48600 2.68219 0.37309  -0.2143
C -6.36836 2.02086 -0.67875  -0.1834
C -7.02663 0.75457 -0.11887  -0.1935
C -6.07419 0.02394 0.84486  -0.1858
C -4.62156 0.37112 0.54404  -0.2249
N -2.55285 3.74173 0.50510  -0.1994
C -2.00552 3.50323 -0.81781  -0.2141
C -0.91721 4.51678 -1.16216  -0.1891
C -1.42414 5.94598 -0.98957  -0.2082
C -2.03697 6.12828 0.39708  -0.1928
C -3.11530 5.07272 0.62632  -0.2507
H -4.86881 1.61171 3.06610  0.0863
H -5.13856 2.95461 4.16081  0.1109
H -2.75196 1.07749 4.27573  0.0938
H -4.16958 0.90492 5.31420  0.1030
H -2.00383 2.30939 6.14120  0.1014
H -3.62021 2.80269 6.61398  0.0971
H -1.97923 4.59727 5.52902  0.1030
H -3.67565 4.60776 5.08418  0.1058
H -1.49787 3.14436 3.52643  0.1024
H -2.12152 4.73554 3.10474  0.0927
H -5.08818 3.61893 -0.01468  0.0838
H -6.10011 2.94398 1.25330  0.1159
H -5.74260 1.76855 -1.53888  0.1158
H -7.12613 2.72607 -1.02949  0.1044
H -7.31374 0.09600 -0.94197  0.1014
H -7.94827 1.02209 0.40671  0.0992
H -6.21215 -1.05732 0.78099  0.0831
H -6.29661 0.30856 1.87812  0.0984
H -4.37608 0.05896 -0.47815  0.0965
H -3.94306 -0.16587 1.20463  0.0809
H -2.80366 3.56053 -1.57959  0.1252
H -1.60521 2.49008 -0.85854  0.0947
H -0.57673 4.35047 -2.18975  0.0992
H -0.06413 4.35269 -0.49752  0.0871
H -2.19714 6.14308 -1.74276  0.1090
H -0.62107 6.66735 -1.16440  0.1015
H -2.46638 7.12966 0.50024  0.1043
H -1.26277 6.01556 1.16336  0.1060
H -3.90187 5.24051 -0.13250  0.1049
H -3.59017 5.17602 1.59901  0.0971
C 3.45002 5.26084 -5.05350  -0.2303
Ge 2.76393 3.48713 -4.56307  0.7269
C 3.92488 2.11942 -5.34550  -0.2264
C 0.94234 3.26504 -5.23095  -0.2092
C 2.68741 3.30537 -2.61482  -0.5938
Se 2.21569 1.47457 -2.09937  0.9054
C 4.02490 0.83644 -1.82259  -0.3854
H 3.50300 5.36804 -6.13827  0.0116
H 4.45109 5.41134 -4.64618  0.0115
H 2.80075 6.04651 -4.66443  0.0130
H 3.78653 2.09373 -6.42764  0.0158
H 3.67149 1.13732 -4.94449  0.0034
H 4.97680 2.32496 -5.14053  0.0160
H 0.93332 3.16075 -6.31689  0.0177
H 0.32778 4.12601 -4.96322  0.0164
H 0.48848 2.37189 -4.79837  0.0087
H 1.89198 3.94420 -2.22574  -0.0095
H 3.60791 3.59787 -2.10783  0.0195
H 4.64628 1.10879 -2.67401  0.0094
H 3.96518 -0.24832 -1.75293  0.0101
H 4.43814 1.24069 -0.90058  0.0128

=====

two.
C40H62Cl3GeN7NaO2PSbSe | wB97M-V/def2-TZVPD

HOMO-LUMO gap ... 6.304 eV
HOMO energy ... -4.276 eV
Multiplicity ... 1
Total charge ... -1

Last column: Löwdin charge in e.
Cartesian coordinates (Å):
Na 0.15004 -0.18118 0.44869  0.1922
C -0.95434 -0.97036 3.31638  -0.0357
C -0.21185 0.20373 3.87946  -0.3243
C 0.63519 0.07977 4.98252  -0.0277
C 1.26978 1.20146 5.47441  -0.0851
C 1.04806 2.42585 4.85483  -0.1554
C 0.21539 2.46165 3.74494  -0.4596
N -0.40200 1.37584 3.27301  0.1089
Sb -0.25586 4.34789 2.82217  1.4489
C -2.07575 3.63251 1.92775  -0.4686
C -3.19280 3.39726 2.71966  -0.1343
C -4.31788 2.85660 2.11533  -0.0780
C -4.28539 2.57448 0.76242  -0.0372
C -3.13153 2.86550 0.03614  -0.3237
C -2.99542 2.53560 -1.41806  -0.0502
N -2.06139 3.40554 0.61965  0.0934
C 0.94868 4.21483 1.03970  -0.4646
C 1.68171 5.33749 0.66551  -0.1447
C 2.32747 5.32914 -0.56162  -0.0817
C 2.20512 4.21461 -1.36788  -0.0399
C 1.48458 3.11588 -0.90345  -0.3458
C 1.33666 1.87237 -1.72355  -0.0215
N 0.88513 3.11727 0.28857  0.1021
H -1.58885 -1.43867 4.07238  0.0849
H -0.24215 -1.71789 2.96095  0.0670
H -1.56843 -0.64172 2.47519  0.0523
H 0.79097 -0.89378 5.43038  0.1146
H 1.92630 1.13025 6.33401  0.1032
H 1.51495 3.33179 5.22263  0.0827
H -3.17332 3.60345 3.78322  0.0867
H -5.20795 2.64822 2.69794  0.1008
H -5.13870 2.13082 0.26480  0.0980
H -3.95836 2.53082 -1.93121  0.0742
H -2.53961 1.53968 -1.48716  0.0393
H -2.32325 3.25063 -1.89311  0.0753
H 1.72340 6.20523 1.31251  0.0742
H 2.90009 6.18838 -0.89121  0.1003
H 2.66647 4.18319 -2.34728  0.1074
H 1.61749 2.03860 -2.76349  0.0807
H 0.30047 1.52864 -1.67846  0.0668
H 1.97486 1.07894 -1.32233  0.0591
Cl 4.79419 -2.76084 0.61975  0.5917
C 3.39656 -2.40001 1.64308  -1.4683
Cl 2.48967 -3.91358 1.94658  0.5973
Cl 3.97356 -1.77423 3.20292  0.5770
C 2.38346 -1.40339 0.93442  -0.9194
O 2.34890 -1.43331 -0.29662  -0.0359
O 1.70105 -0.72913 1.73110  -0.1384
N -1.77334 -0.50498 -0.23123  -0.2530
P -2.29513 -1.61862 -1.11526  0.5186
N -3.99609 -1.97055 -1.07695  -0.2005
C -4.42521 -2.77446 0.07414  -0.2254
C -4.73212 -1.90709 1.29393  -0.1725
C -5.92600 -0.97839 1.00050  -0.1918
C -6.13149 -0.82388 -0.51149  -0.1951
C -4.79291 -0.73659 -1.23027  -0.2304
N -1.63563 -3.15663 -0.88923  -0.2208
C -1.90382 -4.27351 -1.77537  -0.2178
C -0.70179 -5.21083 -1.81437  -0.1783
C -0.43999 -5.82354 -0.42704  -0.1934
C -0.90216 -4.86987 0.68657  -0.1891
C -0.74554 -3.42240 0.23807  -0.2229
N -2.17509 -1.38541 -2.81015  -0.2117
C -0.88293 -0.98649 -3.33443  -0.2238
C -1.02081 0.20403 -4.28009  -0.1903
C -2.01634 -0.11824 -5.39398  -0.2133
C -3.34204 -0.59640 -4.80369  -0.1937
C -3.09767 -1.77070 -3.85509  -0.2501
H -3.63005 -3.47994 0.30997  0.0859
H -5.30806 -3.36634 -0.19817  0.1096
H -3.83645 -1.31486 1.49703  0.0883
H -4.93005 -2.53350 2.16810  0.1028
H -5.74170 0.00477 1.44127  0.0858
H -6.84040 -1.36790 1.45667  0.0982
H -6.70709 0.08101 -0.72621  0.1022
H -6.71000 -1.66409 -0.90664  0.1044
H -4.23057 0.11204 -0.82431  0.0737
H -4.95389 -0.54275 -2.29637  0.0957
H -2.12055 -3.89096 -2.77287  0.0910
H -2.79570 -4.84347 -1.45958  0.1139
H 0.16853 -4.63373 -2.13635  0.1133
H -0.86447 -5.99537 -2.55736  0.1030
H 0.62763 -6.02666 -0.31369  0.0993
H -0.95896 -6.78170 -0.33594  0.0993
H -0.33167 -5.04151 1.60164  0.0869
H -1.95445 -5.05116 0.92612  0.1020
H 0.30429 -3.24138 -0.02853  0.0968
H -0.99750 -2.73167 1.04311  0.0856
H -0.42460 -1.82710 -3.88555  0.1207
H -0.22613 -0.74580 -2.50044  0.0874
H -0.04565 0.46645 -4.70117  0.1050
H -1.38174 1.06059 -3.70269  0.1000
H -1.60143 -0.91750 -6.02090  0.1067
H -2.16887 0.74933 -6.04202  0.1004
H -4.03714 -0.88645 -5.59801  0.1036
H -3.79983 0.21806 -4.23296  0.1014
H -2.67836 -2.60288 -4.45268  0.1083
H -4.02194 -2.12439 -3.40365  0.0944
C 8.50685 2.36566 -0.70093  -0.2342
Ge 7.01817 1.27493 -0.02557  0.7196
C 7.54010 0.40014 1.63914  -0.2194
C 6.50460 -0.02345 -1.39092  -0.2199
C 5.46533 2.41717 0.31392  -0.5810
Se 4.00743 1.30317 1.01406  0.9323
C 3.95485 2.04366 2.80295  -0.3841
H 9.39075 1.75196 -0.88428  0.0107
H 8.77330 3.14571 0.01422  0.0101
H 8.22305 2.84293 -1.64064  0.0108
H 8.20287 -0.44392 1.44309  0.0172
H 6.64834 0.02278 2.14228  -0.0080
H 8.05574 1.09960 2.29955  0.0153
H 7.15165 -0.90112 -1.36112  0.0168
H 6.57406 0.42523 -2.38339  0.0159
H 5.47849 -0.35773 -1.22636  -0.0051
H 5.11410 2.88992 -0.60362  0.0017
H 5.66590 3.20519 1.03964  0.0165
H 4.94628 2.01153 3.25316  0.0226
H 3.27226 1.41100 3.36697  -0.0033
H 3.57348 3.06329 2.77800  0.0162

=====

Stability check: which of them is most stable? two.

=====

one.
C4H3NO3 | wB97M-V/def2-TZVPD

HOMO-LUMO gap ... 8.265 eV
HOMO energy ... -8.701 eV
SMILES ... O=C1C=NO/C1=C/O
Multiplicity ... 1
Total charge ... 0

Last column: Löwdin charge in e.
Cartesian coordinates (Å):
O -0.20559 -1.63141 -0.62706  0.0234
C 0.44566 -0.62035 -0.34616  -0.2943
C 1.80753 -0.03870 -0.85412  -0.0171
N 1.88795 1.18930 -0.56814  0.1241
O 0.73073 1.52494 0.24186  -0.0244
C -0.11378 0.51813 0.31288  -0.2294
C -1.45050 0.39163 0.77574  -0.1301
O -2.10444 -0.61652 0.75269  0.1661
H 2.56424 -0.55076 -1.36924  0.1044
H -1.95981 1.22424 1.27639  0.1522
H -1.60200 -1.39049 0.40516  0.1253

=====

two.
C4H3NO3 | wB97M-V/def2-TZVPD

HOMO-LUMO gap ... 9.653 eV
HOMO energy ... -10.320 eV
SMILES ... CC(=O)n1c(=O)c1=O
Multiplicity ... 1
Total charge ... 0

Last column: Löwdin charge in e.
Cartesian coordinates (Å):
C -1.73689 0.07230 0.11119  0.0226
C -0.45778 0.73133 -0.11789  -0.4100
O -0.33807 1.91467 -0.13777  0.1467
N 0.82018 0.02006 -0.28068  0.2259
C 2.20734 0.03742 -0.11255  -0.2670
O 3.13341 0.80295 -0.05927  0.1510
C 1.44973 -1.19002 -0.03246  -0.3166
O 1.18311 -2.32314 0.17008  0.1540
H -2.02921 0.53221 0.97636  0.0668
H -1.63594 -1.01609 0.00666  0.1016
H -2.59590 0.41830 -0.52365  0.1250

=====

three.
C4H3NO3 | wB97M-V/def2-TZVPD

HOMO-LUMO gap ... 8.241 eV
HOMO energy ... -8.295 eV
SMILES ... Nc1c(O)c(=O)c1=O
Multiplicity ... 1
Total charge ... 0

Last column: Löwdin charge in e.
Cartesian coordinates (Å):
N 1.24466 -1.09461 -0.54596  0.1432
C 0.44489 -0.13236 -0.02977  -0.2167
C -0.94997 -0.10034 0.16672  -0.2221
O -1.77514 -1.05135 0.58548  0.1198
C -1.14332 1.30430 0.17318  -0.2115
O -1.88931 2.22083 0.05388  0.1282
C 0.69765 1.25474 0.15755  -0.2211
O 1.50553 2.09244 0.40186  0.1197
H 0.88698 -1.77470 -1.20790  0.1143
H 2.23585 -0.90610 -0.64893  0.1151
H -1.25783 -1.81286 0.89390  0.1310

=====

Stability check: which of them is most stable? two.

=====

one.
C2H8NO2 | wB97M-V/def2-TZVPD

HOMO-LUMO gap (alpha / beta) ... 3.594 / 8.980 eV
HOMO energy (alpha / beta) ... -3.371 / -8.794 eV
Multiplicity ... 2
Total charge ... 0

Last column: Löwdin charge in e.
Cartesian coordinates (Å):
N -0.44262 -1.48364 1.79741  0.2505
H -0.39454 -2.49444 1.70958  0.1310
H -1.00504 -1.25519 2.61393  0.1314
H 0.49264 -1.07600 1.83465  0.1064
H -0.95352 -1.06090 0.95453  0.0522
O -1.13575 -0.20087 -0.32686  -0.1696
C -0.02088 0.37980 -0.56727  -0.6009
O 1.02713 0.30269 0.41508  -0.0819
C 0.37492 1.22689 -1.75690  -0.0789
H 1.71221 0.88086 0.06930  0.0658
H 1.27216 0.82335 -2.24005  0.0612
H 0.56177 2.24283 -1.36012  0.0632
H -0.45992 1.26253 -2.44824  0.0697

=====

two.
C2H8NO2 | wB97M-V/def2-TZVPD

HOMO-LUMO gap (alpha / beta) ... 10.370 / 7.811 eV
HOMO energy (alpha / beta) ... -9.580 / -9.565 eV
Multiplicity ... 2
Total charge ... 0

Last column: Löwdin charge in e.
Cartesian coordinates (Å):
C -1.08871 -0.28419 -0.46034  -0.1497
N 0.01828 -0.68530 0.39327  -0.1163
C 0.21943 0.13486 1.58225  -0.3600
O -0.87795 0.71821 2.11966  0.0403
H -2.11463 -0.54820 -0.17932  0.0783
H -0.86887 -0.61029 -1.46505  0.0667
H -1.12836 0.82100 -0.47568  0.0831
H -0.02019 -1.69498 0.52409  0.1089
H 0.94081 0.92551 1.35465  0.1333
H 0.64266 -0.55298 2.33700  0.1438
H 1.71829 -0.06436 -1.58525  0.0189
H 0.95285 1.22132 -1.88883  0.0186
O 1.60639 0.61940 -2.25645  -0.0660

=====

Stability check: which of them is most stable? two.